Record 1
# CH2O2S2

CH2O2S2 in the gas phase in a non-equilibrium geometry (the ωB97M-V functional and the def2-TZVPD basis, the Open Molecules 2025 dataset).

The geometry in ORCA input format:
```
! wB97M-V def2-TZVPD RIJCOSX def2/J DEFGRID3
* xyz 0 1
C -0.245 0.136 0.031
O 1.919 0.140 0.170
O 0.839 0.263 -0.696
S -1.522 1.021 -0.875
S -0.324 -1.003 1.212
H -2.416 0.278 -0.386
H 1.748 -0.836 0.545
*
```

Kohn-Sham gap (spin up / spin down): 0.3422 / 0.3421 Eh
HOMO level (spin up / spin down): -9.71 / -9.71 eV
ΔE to the lowest compared entry with this formula, charge and spin: 287.5 kJ/mol

Record 2
# C6H7CrLiO3

A molecular structure, C6H7CrLiO3 in a non-equilibrium geometry (the ωB97M-V functional and the def2-TZVPD basis, the Open Molecules 2025 dataset).

The geometry in ORCA input format:
```
! wB97M-V def2-TZVPD RIJCOSX def2/J DEFGRID3
* xyz 2 5
O -1.770 -1.723 -0.070
C 0.245 -1.567 -1.064
C -0.344 -1.969 0.286
O 0.050 -1.260 1.344
H -2.113 -2.529 -0.470
H 0.055 -2.201 -1.938
H 1.331 -1.711 -0.954
H -0.203 -3.058 0.438
Cr 0.356 0.351 2.071
C -0.086 -0.092 -1.706
C 0.129 1.026 -0.842
C 0.296 1.984 -0.092
C 0.490 2.868 0.968
O 0.619 2.414 2.143
Li 1.009 3.552 3.721
H 0.537 0.025 -2.605
H -1.138 -0.063 -2.028
H 0.536 3.952 0.801
*
```

Kohn-Sham gap (spin up / spin down): 0.2438 / 0.2451 Eh
HOMO level (spin up / spin down): -16.13 / -16.20 eV

Record 3
# C30H33N2

2 unconnected molecules or ions with the total composition C30H33N2 in a non-equilibrium geometry (the ωB97M-V functional and the def2-TZVPD basis, the Open Molecules 2025 dataset).

The geometry in ORCA input format:
```
! wB97M-V def2-TZVPD RIJCOSX def2/J DEFGRID3
* xyz 1 1
C -4.508 2.009 3.376
C -3.687 1.005 2.625
C -3.041 -0.027 3.304
C -2.304 -1.006 2.635
C -1.711 -2.075 3.515
C -2.164 -0.936 1.234
C -1.373 -1.979 0.444
C -2.064 -3.349 0.457
C 0.119 -2.068 0.866
C 0.932 -0.892 0.524
C 2.159 -0.562 1.118
C 2.656 0.791 0.974
C 1.809 1.836 0.324
C 3.909 1.143 1.447
C 4.733 0.225 2.105
C 6.104 0.621 2.555
C 4.238 -1.065 2.326
C 2.996 -1.482 1.870
C 2.614 -2.890 2.205
C -2.808 0.111 0.543
C -2.738 0.219 -0.956
C -3.546 1.067 1.240
H -4.941 2.739 2.687
H -5.329 1.525 3.923
H -3.904 2.548 4.117
H -3.126 -0.086 4.391
H -1.423 -2.989 2.994
H -0.833 -1.697 4.065
H -2.443 -2.365 4.285
H -1.353 -1.667 -0.607
H -3.076 -3.247 0.045
H -1.510 -4.063 -0.165
H -2.155 -3.763 1.466
H 0.166 -2.230 1.950
H 0.547 -2.960 0.375
H 0.491 -0.224 -0.209
H 2.381 2.766 0.220
H 1.475 1.517 -0.675
H 0.912 2.058 0.920
H 4.263 2.166 1.299
H 6.608 -0.223 3.034
H 6.717 0.953 1.707
H 6.068 1.453 3.271
H 4.867 -1.774 2.872
H 3.510 -3.429 2.539
H 1.900 -2.941 3.041
H 2.207 -3.438 1.350
H -3.291 1.109 -1.282
H -1.706 0.321 -1.327
H -3.196 -0.649 -1.455
H -4.031 1.870 0.681
N -1.192 3.711 -9.126
C -0.846 3.162 -8.152
C -0.439 2.492 -6.944
C -0.201 3.232 -5.779
C 0.114 2.584 -4.590
C 0.179 1.183 -4.539
N 0.383 0.542 -3.315
C 0.474 0.211 -2.170
C 0.010 0.450 -5.720
C -0.298 1.099 -6.913
H -0.271 4.321 -5.806
H 0.297 3.151 -3.675
H 0.108 -0.636 -5.684
H -0.439 0.525 -7.831
*
```

Kohn-Sham gap: 0.2200 Eh
HOMO level: -11.02 eV
ΔE to the lowest compared entry with this formula, charge and spin: 192.8 kJ/mol

Record 4
# C2H4NO3P

C2H4NO3P in the gas phase in a non-equilibrium geometry (the ωB97M-V functional and the def2-TZVPD basis, the Open Molecules 2025 dataset).

The geometry in ORCA input format:
```
! wB97M-V def2-TZVPD RIJCOSX def2/J DEFGRID3
* xyz 0 3
C -0.359 -1.400 0.031
C -1.099 -0.139 0.309
N -0.144 0.929 0.412
O -0.656 -2.525 -0.023
O 2.518 1.142 0.301
O 1.173 -1.006 -0.242
P 1.332 0.574 -0.312
H -1.841 -0.010 -0.495
H -1.647 -0.273 1.253
H -0.493 1.872 0.439
H 1.216 0.838 -1.673
*
```

Kohn-Sham gap (spin up / spin down): 0.2572 / 0.2222 Eh
HOMO level (spin up / spin down): -6.38 / -10.67 eV
ΔE to the lowest compared entry with this formula, charge and spin: 0.0 kJ/mol

Record 5
# C6F18KN3O12S6

A molecular structure, C6F18KN3O12S6 in a non-equilibrium geometry (the ωB97M-V functional and the def2-TZVPD basis, the Open Molecules 2025 dataset).

The geometry in ORCA input format:
```
! wB97M-V def2-TZVPD RIJCOSX def2/J DEFGRID3
* xyz -1 2
K 0.028 1.018 0.375
C 4.147 0.183 1.765
F 5.288 0.307 2.433
F 4.182 0.892 0.633
F 3.833 -1.131 1.586
S 2.878 1.007 2.979
O 3.382 0.856 4.338
O 2.792 2.414 2.531
N 1.413 0.189 2.537
S 1.056 -0.927 3.568
O 2.050 -1.952 3.630
O 0.681 -0.267 4.822
C -0.582 -1.673 2.916
F -1.470 -0.706 2.986
F -0.494 -2.078 1.638
F -0.987 -2.627 3.690
C 0.798 -1.032 -4.219
F 1.496 -0.512 -5.254
F -0.304 -0.292 -3.934
F 0.446 -2.243 -4.559
S 2.004 -1.106 -2.718
O 3.168 -0.408 -3.229
O 1.318 -0.362 -1.665
N 2.259 -2.810 -2.553
S 1.112 -3.184 -1.632
O 1.476 -3.144 -0.209
O -0.185 -2.628 -1.916
C 0.990 -5.086 -2.180
F 2.256 -5.585 -2.319
F 0.440 -5.784 -1.159
F 0.327 -5.254 -3.323
C -2.089 5.060 -0.846
F -0.901 4.917 -1.388
F -2.399 6.338 -0.652
F -3.029 4.563 -1.651
S -2.178 4.055 0.890
O -0.858 4.286 1.487
O -3.304 4.559 1.693
N -2.317 2.482 0.158
S -3.799 2.148 0.413
O -4.015 1.689 1.776
O -4.855 2.950 -0.131
C -3.918 0.493 -0.660
F -5.207 -0.045 -0.302
F -3.981 0.788 -1.969
F -2.949 -0.359 -0.374
*
```

Kohn-Sham gap (spin up / spin down): 0.3352 / 0.1402 Eh
HOMO level (spin up / spin down): -7.70 / -7.70 eV
ΔE to the lowest compared entry with this formula, charge and spin: 0.0 kJ/mol

Record 6
# C34H41CuGe2N5SSe

A molecular structure, C34H41CuGe2N5SSe in a non-equilibrium geometry (the ωB97M-V functional and the def2-TZVPD basis, the Open Molecules 2025 dataset).

The geometry in ORCA input format:
```
! wB97M-V def2-TZVPD RIJCOSX def2/J DEFGRID3
* xyz 2 2
Cu 0.332 1.730 -1.067
N 4.140 3.053 -1.701
C 4.592 1.770 -1.519
C 5.863 1.227 -1.617
C 5.982 -0.122 -1.362
C 4.867 -0.904 -1.039
C 3.600 -0.366 -0.944
C 3.456 1.000 -1.186
N 2.359 1.834 -1.176
C 2.808 3.044 -1.490
C 1.927 4.175 -1.583
C 2.232 5.493 -1.814
S 0.809 6.437 -1.845
C -0.100 5.012 -1.552
N 0.592 3.928 -1.433
H 4.693 3.845 -1.982
H 6.710 1.841 -1.882
H 6.952 -0.590 -1.420
H 5.020 -1.959 -0.866
H 2.740 -0.967 -0.705
H 3.193 5.945 -1.967
H -1.168 5.046 -1.480
C -3.061 -1.632 -1.007
C -2.928 -0.452 -1.951
Ge -2.080 1.192 -1.114
C -2.924 2.774 -2.080
C -4.441 2.799 -2.026
C -2.771 1.190 0.728
C -1.986 1.394 1.787
Ge -0.006 1.646 1.384
C 1.236 0.055 1.623
C 1.230 -0.626 2.983
C 0.906 3.414 1.813
C 1.259 3.570 3.285
C -2.402 1.426 3.180
C -3.752 1.463 3.551
C -4.108 1.463 4.884
C -3.138 1.430 5.875
C -1.797 1.405 5.523
C -1.438 1.405 4.190
H -3.679 -2.409 -1.457
H -3.524 -1.341 -0.067
H -2.083 -2.054 -0.780
H -3.915 -0.119 -2.276
H -2.381 -0.743 -2.847
H -2.568 2.767 -3.109
H -2.547 3.673 -1.603
H -4.887 1.987 -2.593
H -4.789 3.737 -2.456
H -4.795 2.750 -0.998
H -3.824 0.985 0.870
H 2.236 0.417 1.383
H 0.950 -0.661 0.851
H 1.593 0.037 3.764
H 1.886 -1.494 2.954
H 0.236 -0.970 3.256
H 0.256 4.229 1.498
H 1.807 3.448 1.200
H 0.359 3.614 3.895
H 1.814 4.496 3.433
H 1.885 2.749 3.640
H -4.521 1.497 2.793
H -5.152 1.488 5.154
H -3.426 1.422 6.914
H -1.035 1.383 6.287
H -0.387 1.373 3.911
C 0.419 -4.010 0.190
N 0.197 -4.388 -1.177
C 0.141 -3.583 -2.257
Se 0.438 -1.774 -2.310
N -0.080 -4.342 -3.350
C -0.138 -5.668 -2.989
C -0.310 -6.837 -3.714
C -0.274 -8.020 -3.002
C -0.073 -8.048 -1.619
C 0.084 -6.889 -0.887
C 0.044 -5.694 -1.593
H 0.394 -2.927 0.282
H 1.390 -4.378 0.526
H -0.362 -4.434 0.823
H -0.150 -3.974 -4.286
H -0.451 -6.830 -4.783
H -0.393 -8.952 -3.529
H -0.033 -8.998 -1.112
H 0.249 -6.906 0.177
*
```

Kohn-Sham gap (spin up / spin down): 0.2551 / 0.1477 Eh
HOMO level (spin up / spin down): -12.45 / -12.45 eV
ΔE to the lowest compared entry with this formula, charge and spin: 23.3 kJ/mol